No. 1
C2H2O2 | ωB97M-V/def2-TZVPD

Geometry (Å):
C1 1.5191 0.3310 -0.0899
C2 -1.7626 -0.6555 0.1303
O1 2.5330 0.8346 -0.0624
O2 -1.2176 0.3655 0.3866
H1 0.2749 0.6228 0.2282
H2 -1.3468 -1.4984 -0.5928

E_HOMO (alpha / beta) = -0.3272 / -0.2618 Eh
Charge = 0

These are the natural (NBO) partial charges, in e, on atoms 1 to 5:
1 C 0.33
2 C 0.33
3 O -0.46
4 O -0.51
5 H 0.19



No. 2
C6H15N2O5 | ωB97M-V/def2-TZVPD

Geometry (Å):
C1 0.6248 -0.5332 -2.9148
O1 0.5039 0.3680 -1.7854
C2 0.3943 -0.0250 -0.6178
N1 0.4250 1.2473 0.5389
O2 -0.7981 1.3214 1.2370
C3 -0.6033 1.3570 2.6182
O3 0.5965 2.3693 -0.1629
C4 -0.4758 2.9466 -0.9283
N2 0.2728 -1.1522 -0.0597
O4 -0.0457 -2.3314 -0.7643
C5 -1.4528 -2.6078 -0.6644
O5 0.2963 -1.4354 1.2704
C6 1.5936 -1.3026 1.8404
H1 1.3860 -1.3049 -2.6506
H2 1.1518 -0.0600 -3.7618
H3 -0.3328 -0.7375 -3.4430
H4 0.3401 1.5327 3.0074
H5 -0.9707 0.3020 3.1158
H6 -1.2022 2.2277 3.0602
H7 -1.4662 2.8712 -0.3208
H8 -0.3095 2.7075 -2.0319
H9 -0.2275 4.0864 -0.8128
H10 -1.6216 -3.4842 -1.3342
H11 -2.1047 -1.9374 -1.1328
H12 -1.8134 -2.6960 0.4244
H13 2.3074 -1.7944 1.2715
H14 1.6668 -1.7362 2.8976
H15 1.8652 -0.1991 2.1035

E_HOMO = -0.4958 Eh
SMILES string = COC(N(OC)OC)=[N+](OC)OC
Charge = +1

These are the natural (NBO) partial charges, in e, on atoms 1 to 5:
1 C -0.31
2 O -0.41
3 C 0.74
4 N 0.15
5 O -0.40



No. 3
C5H10NO | ωB97M-V/def2-TZVPD

Geometry (Å):
C1 0.6662 0.3628 -0.3145
C2 0.9957 -1.1610 -0.3099
C3 -0.2056 -1.9403 -0.7700
C4 -0.7756 -3.1270 -0.4880
N1 0.6193 0.9964 0.9768
C5 -0.1772 2.4262 0.8247
O1 -1.1970 2.3524 0.0434
H1 -0.2423 0.5663 -0.9028
H2 1.4587 0.8459 -0.9265
H3 1.3648 -1.3304 0.7052
H4 1.8146 -1.3827 -1.0187
H5 -0.8047 -1.3925 -1.4815
H6 -1.7796 -3.2234 -0.9153
H7 -0.2391 -4.0350 -0.2938
H8 0.0151 0.5070 1.6333
H9 -0.2957 2.8367 1.8666
H10 0.7557 2.9437 0.5030

E_HOMO (alpha / beta) = -0.3421 / -0.3400 Eh
Multiplicity = 2
Charge = 0

These are the natural (NBO) partial charges, in e, on atoms 1 to 5:
1 C -0.23
2 C -0.47
3 C -0.15
4 C -0.42
5 N -0.65



No. 4
C9H8N2O3 | ωB97M-V/def2-TZVPD

Geometry (Å):
O1 0.9019 4.2489 -3.7006
N1 0.7649 0.8543 -2.9924
O2 1.0131 1.9170 -3.8997
O3 -0.7295 -1.6939 2.7549
C1 0.8258 3.0636 -3.2109
C2 0.5234 2.7347 -1.9194
C3 -0.1336 0.3656 1.7269
C4 -0.3067 -1.5935 0.3615
C5 0.1816 1.1210 0.6283
C6 0.0353 -0.8116 -0.7573
C7 -0.3776 -1.0095 1.6168
C8 0.2797 0.5807 -0.6720
N2 0.5579 1.3625 -1.8292
C9 -0.8739 -3.1341 2.7472
H1 0.2864 3.4258 -1.1392
H2 -0.1987 0.8538 2.7009
H3 -0.5239 -2.6328 0.2073
H4 0.3898 2.1851 0.8359
H5 0.1256 -1.3010 -1.7225
H6 -1.7585 -3.4234 2.1481
H7 -1.0227 -3.5030 3.7713
H8 0.0397 -3.6102 2.3441

E_HOMO = -0.3150 Eh
Charge = 0

These are the natural (NBO) partial charges, in e, on atoms 1 to 5:
1 O -0.65
2 N 0.04
3 O -0.27
4 O -0.49
5 C 0.63



No. 5
C24H28N4O5 | ωB97M-V/def2-TZVPD

Geometry (Å):
C1 -0.7614 -4.3100 -1.7289
O1 -1.5186 -3.8405 -0.6402
C2 -2.1790 -2.6215 -0.9246
C3 -2.9510 -2.1908 0.3199
C4 -2.0549 -1.5085 1.3533
N1 -0.8244 -2.2416 1.5567
C5 0.3844 -1.6740 1.4750
O2 0.5461 -0.4684 1.3183
C6 1.5659 -2.6148 1.6345
C7 2.3906 -2.6725 0.3372
N2 2.6889 -1.3256 -0.1193
C8 3.6978 -0.6433 0.5467
O3 4.4317 -1.2245 1.3180
C9 3.7641 0.7858 0.2545
C10 4.7169 1.5711 0.9039
C11 4.7500 2.9327 0.7042
C12 3.8094 3.5224 -0.1326
C13 2.8584 2.7626 -0.7826
C14 2.8338 1.3765 -0.6097
N3 1.9219 0.5731 -1.2668
C15 0.9990 1.1389 -2.2269
C16 -0.1508 1.9572 -1.6171
O4 -0.6034 2.9163 -2.2065
N4 -0.6006 1.4747 -0.4447
C17 -1.6735 2.0069 0.3055
C18 -1.4406 2.3044 1.6443
C19 -2.4559 2.8023 2.4367
C20 -3.7129 3.0039 1.8914
C21 -3.9489 2.6805 0.5683
C22 -2.9471 2.1662 -0.2464
C23 -3.2445 1.7682 -1.6563
C24 1.7953 -0.7690 -1.0071
O5 0.9486 -1.4436 -1.5651
H1 -0.2548 -5.2131 -1.3928
H2 -1.4078 -4.5518 -2.5815
H3 -0.0284 -3.5607 -2.0437
H4 -2.8718 -2.7695 -1.7671
H5 -1.4409 -1.8607 -1.2149
H6 -3.7470 -1.5006 0.0413
H7 -3.4030 -3.0851 0.7529
H8 -1.7882 -0.5020 1.0252
H9 -2.5896 -1.4231 2.3066
H10 -0.9053 -3.2468 1.5141
H11 1.2412 -3.6188 1.9032
H12 2.2064 -2.2168 2.4248
H13 1.8339 -3.1783 -0.4521
H14 3.3373 -3.1827 0.5236
H15 5.4123 1.0749 1.5633
H16 5.4895 3.5402 1.2019
H17 3.8147 4.5924 -0.2766
H18 2.1298 3.2526 -1.4070
H19 1.5328 1.7632 -2.9469
H20 0.5454 0.2988 -2.7640
H21 -0.0391 0.7961 0.0682
H22 -0.4552 2.1330 2.0520
H23 -2.2661 3.0361 3.4734
H24 -4.5116 3.4008 2.5001
H25 -4.9372 2.8182 0.1534
H26 -2.8128 0.7921 -1.8777
H27 -2.8023 2.4860 -2.3471
H28 -4.3176 1.7307 -1.8264

E_HOMO = -0.3194 Eh
SMILES string = COCCCNC(=O)CCn1c(=O)c2ccccc2n(CC(=O)Nc2ccccc2C)c1=O
Charge = 0

These are the natural (NBO) partial charges, in e, on atoms 1 to 5:
1 C -0.26
2 O -0.57
3 C -0.08
4 C -0.43
5 C -0.22



No. 6
C12H18N6 | ωB97M-V/def2-TZVPD

Geometry (Å):
C1 -8.3645 -2.4101 11.9607
C2 -9.1043 -2.6522 10.7204
N1 -9.5821 -2.8996 9.7001
H1 -7.9216 -1.4130 11.8384
H2 -7.5865 -3.1399 12.0623
H3 -9.0638 -2.4777 12.7686
C3 -12.6490 -1.7232 10.8616
C4 -13.9097 -1.1027 10.7549
N2 -14.9967 -0.7455 10.5989
H4 -12.3187 -1.7324 11.9131
H5 -11.8643 -1.1312 10.3249
H6 -12.6150 -2.7123 10.5072
C5 -16.0336 0.3193 7.3576
C6 -15.5664 1.6207 7.9181
N3 -15.1308 2.5848 8.3399
H7 -16.9179 0.4628 6.7462
H8 -16.2784 -0.3052 8.2379
H9 -15.2079 -0.2132 6.8702
C7 -17.4603 -3.2443 11.2004
C8 -16.3090 -3.8456 10.5558
N4 -15.4188 -4.4121 10.0784
H10 -17.5022 -2.2286 10.7921
H11 -17.2692 -3.1210 12.2515
H12 -18.3480 -3.8710 11.0410
C9 -13.5965 2.5920 11.8851
C10 -13.2084 1.7178 12.9266
N5 -12.9740 0.9139 13.7072
H13 -14.6608 2.5455 11.6779
H14 -13.0790 2.2733 10.9801
H15 -13.2263 3.5878 12.0463
C11 -12.2465 -5.8780 10.1903
C12 -12.3214 -5.3228 11.5260
N6 -12.4930 -4.9081 12.5836
H16 -11.6287 -5.2261 9.5692
H17 -13.2003 -5.8681 9.7088
H18 -11.7951 -6.8719 10.2015

E_HOMO = -0.4209 Eh
SMILES string = CC#N.CC#N.CC#N.CC#N.CC#N.CC#N
Charge = 0

These are the natural (NBO) partial charges, in e, on atoms 1 to 5:
1 C -0.72
2 C 0.31
3 N -0.36
4 H 0.26
5 H 0.26



No. 7
C6H7N | ωB97M-V/def2-TZVPD

Geometry (Å):
C1 -1.8620 -0.7495 -0.1762
C2 -3.0074 -1.0994 -0.4399
C3 0.9077 -0.8316 0.0874
C4 0.8716 -0.1933 1.4545
C5 0.4116 0.5051 0.1454
C6 0.4946 1.8060 -0.4790
N1 1.2140 -1.9143 -0.5084
H1 -3.8798 -1.5774 -0.7176
H2 0.1876 -0.6833 2.2679
H3 1.7703 0.3388 2.0000
H4 1.6516 1.9516 -0.9844
H5 0.4045 2.6341 0.2353
H6 0.0050 1.8066 -1.4678
H7 0.8306 -1.9933 -1.4172

E_HOMO (alpha / beta) = -0.3384 / -0.3323 Eh
Charge = 0

These are the natural (NBO) partial charges, in e, on atoms 1 to 5:
1 C -0.20
2 C -0.45
3 C 0.24
4 C -0.52
5 C 0.27



Energy relative to the best compared isomer or geometry (same formula, charge and spin)
In order: 372.45; 955.57; 205.58; 192.93; 22.86; 23.99; 895.57
Unit: kJ/mol